{
  "formula": "C45H83BBr16N5O2",
  "method": "ωB97M-V with the def2-TZVPD basis set",
  "species": ["C", "C", "C", "C", "C", "C", "C", "C", "C", "C", "C", "O", "C", "C", "C", "C", "N", "C", "C", "C", "C", "N", "C", "C", "N", "C", "C", "C", "C", "C", "C", "N", "B", "O", "N", "C", "C", "H", "H", "H", "H", "H", "H", "H", "H", "H", "H", "H", "H", "H", "H", "H", "H", "H", "H", "H", "H", "H", "H", "H", "H", "H", "H", "H", "H", "H", "H", "H", "H", "H", "H", "H", "H", "H", "H", "H", "H", "H", "H", "H", "H", "H", "H", "H", "H", "H", "H", "H", "Br", "C", "C", "Br", "H", "H", "H", "H", "Br", "C", "C", "Br", "H", "H", "H", "H", "Br", "C", "C", "Br", "H", "H", "H", "H", "Br", "C", "C", "Br", "H", "H", "H", "H", "Br", "C", "C", "Br", "H", "H", "H", "H", "Br", "C", "C", "Br", "H", "H", "H", "H", "Br", "C", "C", "Br", "H", "H", "H", "H", "Br", "C", "C", "Br", "H", "H", "H", "H"],
  "xyz": [[1.8072, 3.2779, 3.9358], [0.6693, 2.7318, 3.2681], [-0.6241, 2.0913, 2.4229], [-0.3502, 0.4473, 2.2824], [-0.1476, 0.1959, 0.6407], [0.1446, -1.3690, 0.2519], [1.6009, -1.7499, 0.9834], [2.8654, -0.8647, 0.4407], [3.7960, -0.1826, 1.6051], [4.2707, 1.3273, 1.1278], [5.1985, 1.3458, -0.2265], [4.3730, 1.8024, -1.3800], [4.6382, 0.9808, -2.5770], [3.4395, 1.1128, -3.7358], [0.3395, -1.5138, -1.4032], [0.4809, -3.1138, -1.8713], [0.6971, -3.2059, -3.3632], [1.7988, -4.1723, -3.7352], [1.9782, -4.4427, -5.3419], [3.0081, -3.3244, -5.9609], [2.0934, -2.0071, -6.3685], [-0.7584, -3.7977, -1.3482], [-1.0082, -5.1534, -1.9373], [-0.6498, -3.7611, 0.1475], [-0.3434, -4.7817, 1.0056], [-0.2215, -4.6406, 2.5361], [1.2938, -4.6913, 3.2068], [1.5481, -4.5991, 4.8560], [0.2843, -4.4393, 5.8968], [-1.2358, -4.3909, 5.2143], [-1.4889, -4.4878, 3.5643], [-0.8405, -2.3739, 0.7999], [-2.2857, -2.0405, 0.5231], [-3.3012, -2.6778, 1.4348], [-2.8472, -1.1811, -0.5901], [-3.5446, -1.9831, -1.6668], [-3.8477, -0.2504, 0.1138], [2.6757, 3.8671, 4.4814], [-0.5543, 2.6034, 1.3490], [-1.6232, 2.3301, 2.9848], [0.6248, 0.2450, 2.8985], [-1.3001, -0.1333, 2.6632], [0.7473, 0.9323, 0.3507], [-1.0901, 0.6684, 0.0799], [1.8948, -2.8826, 0.8436], [1.5561, -1.5837, 2.1647], [3.5778, -1.6125, -0.1582], [2.5869, -0.0186, -0.3303], [3.1724, -0.1068, 2.5936], [4.7312, -0.9032, 1.7529], [3.3016, 1.9582, 0.8807], [4.8787, 1.8018, 2.0193], [5.6902, 0.3038, -0.4321], [6.0331, 2.1840, -0.0782], [5.6730, 1.3189, -3.0264], [4.7244, -0.1685, -2.3329], [3.8778, 0.5736, -4.7054], [2.4523, 0.5721, -3.4121], [3.2492, 2.2450, -3.9782], [-0.6200, -1.1229, -1.9963], [1.2384, -0.8891, -1.8160], [1.3994, -3.5796, -1.2694], [-0.1830, -3.3560, -3.9019], [2.8171, -3.6674, -3.3696], [1.7015, -5.1587, -3.0820], [2.4806, -5.5205, -5.4481], [0.9104, -4.4544, -5.8201], [3.8275, -2.9624, -5.1737], [3.6210, -3.7608, -6.8707], [0.9714, -2.3748, -6.4756], [2.4447, -1.5204, -7.3841], [2.1394, -1.2783, -5.4496], [-0.1257, -5.9014, -1.6625], [-1.1551, -5.1836, -3.1004], [-1.9805, -5.6296, -1.4477], [-0.1658, -5.7376, 0.6312], [2.1849, -4.8323, 2.4429], [2.6614, -4.6796, 5.2182], [0.4436, -4.3986, 7.0784], [-2.1282, -4.2957, 5.9954], [-2.5979, -4.4779, 3.1889], [-3.6096, -3.5038, 0.9378], [-4.7266, -1.8340, -1.6332], [-3.2052, -1.5573, -2.7227], [-3.3449, -3.1358, -1.6358], [-3.4815, 0.0124, 1.2186], [-4.9112, -0.7640, 0.2593], [-4.0414, 0.7457, -0.4909], [-7.3750, -2.6016, -0.3956], [-8.5509, -1.5707, 0.7709], [-8.1280, -0.1214, 0.8313], [-6.5641, 0.1104, 1.9733], [-8.5481, -2.0657, 1.7453], [-9.5459, -1.6637, 0.3239], [-8.9103, 0.4886, 1.2926], [-7.8750, 0.2983, -0.1463], [-9.9058, -2.5077, 4.1152], [-9.7802, -0.5883, 4.4410], [-11.0799, -0.0390, 4.9814], [-12.4093, 0.1485, 3.5667], [-9.4691, -0.1246, 3.5015], [-8.9788, -0.4779, 5.1785], [-10.9367, 0.9724, 5.3733], [-11.5264, -0.6654, 5.7586], [3.7940, 1.0539, -7.7362], [3.9195, 2.9733, -7.4104], [2.6198, 3.5226, -6.8700], [1.2905, 3.7101, -8.2847], [4.2307, 3.4370, -8.3499], [4.7210, 3.0837, -6.6729], [2.7631, 4.5340, -6.4781], [2.1733, 2.8962, -6.0928], [4.2966, 2.6214, 4.5299], [4.6093, 1.3709, 5.9942], [4.7150, -0.0489, 5.4881], [2.9578, -0.7775, 5.0583], [3.8020, 1.5163, 6.7164], [5.5548, 1.6913, 6.4435], [5.1130, -0.7062, 6.2668], [5.3295, -0.1447, 4.5886], [-15.5168, -3.1742, 3.2034], [-13.7363, -3.8103, 3.6840], [-13.7717, -4.6275, 4.9544], [-13.9373, -3.4834, 6.5251], [-13.0901, -2.9313, 3.7500], [-13.4177, -4.4272, 2.8376], [-12.8290, -5.1654, 5.0922], [-14.6004, -5.3402, 4.9894], [7.6760, 3.2522, -2.9778], [7.8171, 5.0963, -2.3569], [8.6328, 5.1854, -1.0881], [7.5990, 4.5987, 0.4581], [6.7979, 5.4749, -2.2464], [8.3129, 5.6327, -3.1723], [8.8994, 6.2248, -0.8745], [9.5425, 4.5791, -1.1131], [2.5953, 8.4805, 3.4086], [3.2331, 7.1865, 2.0952], [2.0811, 6.5167, 1.3830], [1.2435, 5.1649, 2.5121], [3.8826, 6.4862, 2.6263], [3.8345, 7.7704, 1.3910], [2.4370, 5.9722, 0.5034], [1.2938, 7.2128, 1.0804], [4.5713, 6.2850, -5.6499], [4.7124, 8.1291, -5.0291], [5.5280, 8.2183, -3.7603], [4.4942, 7.6316, -2.2141], [3.6931, 8.5077, -4.9186], [5.2081, 8.6655, -5.8445], [5.7946, 9.2576, -3.5467], [6.4377, 7.6119, -3.7853]],
  "lowdin_charge": [-0.332, -0.212, -0.172, -0.160, -0.116, -0.335, -0.119, -0.197, -0.211, -0.171, -0.193, -0.238, -0.261, -0.086, -0.019, -0.285, -0.034, -0.235, -0.197, -0.243, -0.143, -0.070, -0.081, -0.097, 0.157, -0.126, 0.001, -0.052, -0.039, -0.029, 0.022, 0.134, -0.548, 0.019, -0.131, -0.101, -0.149, -0.065, 0.111, 0.118, 0.085, 0.114, 0.137, 0.128, 0.094, 0.105, 0.119, 0.097, 0.007, 0.125, 0.127, 0.046, 0.128, 0.073, 0.059, 0.114, 0.058, 0.063, 0.078, 0.135, 0.111, 0.163, 0.115, 0.127, 0.107, 0.123, 0.108, 0.110, 0.112, 0.075, 0.040, 0.062, 0.104, 0.118, 0.119, 0.160, 0.094, 0.091, 0.107, 0.099, 0.089, 0.119, 0.069, 0.106, 0.083, 0.096, -0.008, 0.116, 0.636, -0.694, -0.657, 0.693, -0.019, 0.069, 0.051, 0.061, 0.650, -0.670, -0.674, 0.623, 0.020, 0.066, 0.063, 0.051, 0.634, -0.695, -0.729, 0.614, 0.057, 0.048, -0.035, 0.040, 0.825, -0.609, -0.654, 0.658, 0.065, 0.064, 0.062, 0.056, 0.600, -0.713, -0.693, 0.591, -0.012, 0.060, 0.056, 0.054, 0.663, -0.692, -0.680, 0.624, 0.019, 0.059, 0.061, 0.055, 0.602, -0.696, -0.660, 0.858, 0.049, 0.045, 0.051, 0.049, 0.680, -0.672, -0.687, 0.612, 0.058, 0.063, 0.064, 0.038],
  "charge": 1,
  "energy_ev": -1180884.9016,
  "homo_ev": -9.2
}